Computed, not measured: one molecule with the formula C4H14N4, with ωB97M-V/def2-TZVPD.

Output
SMILES: CC(N)(N)CC(N)N
E_HOMO (Ha): -0.335
2S+1: 1
Energy relative to the best compared isomer or geometry (same formula, charge and spin) (kcal/mol): 9.1
LUMO energy (eV): 0.98

```
22
C4H14N4 ωB97M-V/def2-TZVPD
C 1.35 0.16 1.17
C 1.06 -0.10 -0.31
N 1.92 0.71 -1.14
N 1.51 -1.43 -0.66
C -0.42 0.10 -0.75
C -1.50 -0.26 0.28
N -1.74 0.83 1.20
N -2.80 -0.36 -0.32
H 2.41 0.04 1.40
H 1.06 1.17 1.47
H 0.82 -0.55 1.82
H 2.86 0.72 -0.74
H 1.61 1.68 -1.09
H 1.50 -1.46 -1.68
H 2.49 -1.51 -0.41
H -0.59 -0.49 -1.66
H -0.57 1.14 -1.07
H -1.27 -1.19 0.81
H -1.22 0.68 2.05
H -2.72 0.73 1.47
H -2.97 0.50 -0.84
H -2.79 -1.11 -1.01
```

Here are the Mulliken charges for atoms 1 to 4, given in e: -1.88, 1.34, -0.75, -0.80